# C27H25AsCrN4O5SSe

A molecular structure, C27H25AsCrN4O5SSe (ωB97M-V with the def2-TZVPD basis set, the Open Molecules 2025 dataset).

As for the energy above the lowest of the compared OMol25 structures with the same formula, charge and spin: 0.377 eV. The spin multiplicity is 5.

Each line ends with the Löwdin charge.
CARTESIAN COORDINATES (ANGSTROEM)
Se  0.1315  1.5417  -4.0596  0.83
As  0.9783  0.8423  1.2024  1.22
Cr  0.1644  0.2316  -1.8651  0.53
S  -2.1180  0.5447  -0.4709  0.75
O  1.5948  0.8281  -4.2223  -0.47
O  -0.8982  0.2216  -3.6855  -0.54
O  0.0966  2.2294  -2.5341  -0.52
O  -0.4144  2.4424  -5.2651  -0.43
O  1.5026  0.4507  -0.3389  -0.52
N  0.4316  -1.8645  -1.8523  0.02
N  -4.4766  -0.6349  -0.8729  0.07
N  -3.2845  0.0292  -2.7761  0.08
N  2.5760  -1.5178  -2.6233  0.16
C  4.8890  1.7211  3.6083  -0.08
C  -0.1360  4.6565  0.2010  -0.05
C  3.7909  1.1035  1.5609  -0.08
C  -0.4122  -4.0538  -1.3914  -0.07
C  1.6315  -2.3742  -2.1588  -0.36
C  0.4721  3.4135  0.2788  -0.09
C  -5.4180  -0.8718  -3.0860  -0.04
C  -1.1907  4.9675  1.0441  -0.07
C  4.9557  1.3788  2.2670  -0.07
C  -4.2640  -0.3562  -3.6048  -0.04
C  -3.3680  -0.0745  -1.4104  -0.77
C  2.5676  1.1754  2.2135  -0.29
C  -1.0052  -0.7513  2.7211  -0.10
C  0.3635  -3.1008  2.1291  -0.08
C  2.4950  1.5202  3.5584  -0.09
C  -1.6532  4.0373  1.9633  -0.07
C  -5.4432  -0.9979  -1.6861  -0.12
C  3.6612  1.7908  4.2556  -0.08
C  0.8648  -4.5799  -1.6195  -0.07
C  -0.5678  -2.6962  -1.5144  -0.12
C  -0.8002  -3.1414  2.8823  -0.07
C  0.1637  -0.7110  1.9733  -0.30
C  -1.4808  -1.9713  3.1805  -0.07
C  1.8883  -3.7514  -1.9987  -0.01
C  -1.0624  2.7859  2.0408  -0.11
C  0.8499  -1.8863  1.6731  -0.09
C  0.0034  2.4839  1.2019  -0.33
H  -2.3941  -2.0060  3.7579  0.11
H  2.2657  -0.6671  -3.1009  0.06
H  1.2707  3.1548  -0.4066  0.11
H  -4.0694  -0.2293  -4.6608  0.14
H  2.8770  -4.1340  -2.2103  0.11
H  1.7500  -1.8519  1.0683  0.11
H  -1.5705  0.1424  2.9265  0.08
H  -2.3515  0.3229  -3.1711  0.06
H  -6.3135  -1.4355  -1.2081  0.11
H  -1.4478  2.0644  2.7425  0.08
H  3.4119  -1.9307  -3.0001  0.11
H  5.7968  1.9392  4.1544  0.10
H  1.5379  1.5822  4.0674  0.11
H  -1.1851  -4.0910  3.2307  0.11
H  0.2046  5.3712  -0.5345  0.11
H  -1.6653  5.9370  0.9767  0.11
H  1.0465  -5.6414  -1.5145  0.11
H  0.8905  -4.0138  1.8871  0.11
H  3.6136  2.0575  5.3028  0.10
H  5.9125  1.3273  1.7657  0.11
H  3.8215  0.8380  0.5108  0.10
H  -1.2472  -4.6755  -1.1091  0.10
H  -2.4842  4.2805  2.6111  0.11
H  -1.5132  -2.2157  -1.2934  0.09
H  -6.2364  -1.1858  -3.7116  0.10


# C27H25AsHfN4O2

A molecular structure, C27H25AsHfN4O2 at a distorted geometry (ωB97M-V with the def2-TZVPD basis set, the Open Molecules 2025 dataset).

The total charge is +2.

Each line ends with the Löwdin charge.
CARTESIAN COORDINATES (ANGSTROEM)
Hf  1.3582  0.2914  -0.0505  1.60
As  -0.6448  -1.5132  0.1388  1.06
O  -0.4528  3.9620  0.4871  0.15
O  3.4357  0.4665  -3.5862  0.16
N  1.2762  1.2611  1.9776  -0.05
N  1.6729  0.4833  -2.0488  -0.07
N  3.3518  -0.7002  -0.2469  -0.06
N  0.1644  1.8993  -0.4246  -0.07
C  -3.2411  -1.2774  1.3194  -0.34
C  -1.5499  -1.2457  -1.5493  -0.25
C  0.0071  2.2110  -1.8345  -0.22
C  -4.9078  -2.9454  1.8301  -0.05
C  1.5668  1.5529  4.3255  -0.01
C  0.8159  1.4582  -2.7007  -0.22
C  -0.0355  2.6953  -4.5562  -0.04
C  -5.4218  -1.1666  0.2952  -0.05
C  2.9546  0.1649  -2.5341  -0.42
C  -0.8423  3.4294  -3.7041  -0.04
C  1.7868  0.8581  3.1596  -0.10
C  5.3400  -1.8751  0.3446  -0.01
C  -0.7474  -3.3887  0.4279  -0.25
C  0.0005  2.8596  0.5881  -0.43
C  0.2815  3.1420  3.0671  0.05
C  -3.6329  -2.4242  2.0073  -0.06
C  -1.8571  -0.7282  1.4848  -0.30
C  0.5320  2.3942  1.9420  -0.18
C  -4.1472  -0.6471  0.4689  -0.06
C  0.8076  1.7052  -4.0587  0.00
C  4.1220  -1.3280  0.6679  -0.10
C  3.8080  -0.5983  -1.5222  -0.17
C  5.7973  -1.7665  -0.9630  0.03
C  -0.8225  3.1969  -2.3313  0.00
C  5.0209  -1.1140  -1.9093  0.05
C  -5.8012  -2.3197  0.9709  -0.05
C  0.8033  2.7120  4.2792  0.03
H  -3.8634  0.2641  -0.0479  0.12
H  -2.9485  -2.9052  2.6992  0.12
H  5.9233  -2.3751  1.1046  0.13
H  -0.3055  4.0449  2.9701  0.14
H  -0.2953  -3.6625  1.3755  0.05
H  -6.1227  -0.6660  -0.3598  0.12
H  -1.8276  0.3537  1.3656  0.06
H  -1.4239  -0.9763  2.4537  0.08
H  -1.8162  -3.5894  0.4338  0.04
H  -0.9850  -1.7621  -2.3221  0.05
H  5.3341  -0.9884  -2.9364  0.14
H  -0.0478  2.8917  -5.6202  0.12
H  6.7569  -2.1836  -1.2416  0.14
H  1.9925  1.1960  5.2526  0.13
H  -1.6227  -0.1880  -1.7960  0.03
H  -1.4883  4.2022  -4.0996  0.12
H  3.7371  -1.3947  1.6776  0.11
H  2.3854  -0.0440  3.1598  0.11
H  -5.2081  -3.8322  2.3729  0.12
H  -6.7981  -2.7199  0.8395  0.12
H  -0.2586  -3.9091  -0.3894  0.05
H  -2.5471  -1.6681  -1.4482  0.04
H  0.6213  3.2826  5.1813  0.14
H  -1.4344  3.7853  -1.6653  0.11
H  1.4434  1.1390  -4.7217  0.12


# C27H25Cl3N9NiO4PS

A molecular structure, C27H25Cl3N9NiO4PS at a distorted geometry (ωB97M-V with the def2-TZVPD basis set, the Open Molecules 2025 dataset).

As for the energy above the lowest of the compared OMol25 structures with the same formula, charge and spin: 19.991 eV. The total charge is -2.

Each line ends with the Löwdin charge.
CARTESIAN COORDINATES (ANGSTROEM)
Ni  0.2990  -0.1318  -0.8609  0.27
Cl  1.1006  -2.1440  4.6191  0.67
Cl  3.5526  -3.8937  4.9868  0.51
Cl  1.8548  1.5109  4.0168  0.70
S  2.1733  1.0774  -4.2911  0.88
P  -0.7741  -0.2978  1.0181  1.14
O  2.9400  2.0275  -5.1621  -0.54
O  1.5675  -0.5407  2.3822  -0.09
O  3.6761  0.0822  2.8491  0.11
O  -0.7713  -1.3432  -2.5763  0.05
N  0.7818  3.9212  -1.8562  0.02
N  4.2940  0.8306  -1.1836  0.02
N  4.3348  -0.5092  -1.0065  -0.10
N  2.5192  2.4075  -1.2503  0.13
N  -0.8907  2.5375  -1.8667  -0.09
N  2.2637  0.0422  -0.8911  -0.05
N  0.2119  1.8173  -1.5490  -0.04
N  3.1538  -0.9815  -0.8293  -0.07
N  -0.5454  3.7675  -2.0461  -0.12
C  -4.8646  -0.8772  0.5011  -0.08
C  0.6727  -1.4594  2.9673  -0.34
C  2.9374  -0.5297  -4.6172  -0.39
C  3.0086  1.1253  -1.1059  -0.52
C  0.5965  0.7775  -5.1252  -0.39
C  -0.0933  2.1094  -5.3776  -0.14
C  2.4586  -2.6450  4.8027  -1.04
C  -1.1615  -0.8753  -1.5258  -0.40
C  -4.8605  -1.3088  -0.8250  -0.08
C  -0.9306  -4.1089  4.2841  -0.21
C  -0.4490  -1.6739  2.2313  -0.29
C  -1.3510  3.3579  3.7500  -0.11
C  -1.4873  0.9813  3.4154  -0.12
C  -1.4156  -2.7082  2.2606  -0.14
C  -2.4896  -0.5971  0.4348  -0.28
C  -2.5004  -0.9915  -0.8968  -0.19
C  -1.6040  -3.7846  3.0818  -0.14
C  -1.6755  2.0920  4.2220  -0.10
C  2.1767  -1.7378  -4.0943  -0.14
C  -3.6849  -0.5258  1.1390  -0.06
C  -0.9783  1.1337  2.1260  -0.33
C  -0.6544  2.4023  1.6575  -0.08
C  2.5139  0.1600  3.0122  -0.87
C  -3.6746  -1.3688  -1.5364  -0.01
C  0.0351  -3.3773  4.9198  -0.29
C  1.2080  2.7025  -1.5549  -0.53
C  -0.8414  3.5121  2.4699  -0.08
H  3.9124  -0.4473  -4.1333  0.08
H  -5.8021  -0.8224  1.0414  0.10
H  -0.9798  1.9605  -5.9973  0.07
H  0.8086  0.2405  -6.0548  0.09
H  3.1980  3.1105  -1.4865  0.13
H  3.0861  -0.5460  -5.7008  0.08
H  -1.4833  4.2231  4.3890  0.09
H  -2.1508  -2.6526  1.4696  0.07
H  2.7793  -2.6354  -4.2451  0.07
H  0.5841  2.7915  -5.8918  0.06
H  -0.2589  2.5214  0.6575  0.08
H  -2.4223  -4.4293  2.7714  0.09
H  -3.6478  -1.6762  -2.5740  0.12
H  -2.0588  1.9660  5.2275  0.10
H  -0.4062  2.5720  -4.4409  0.04
H  1.6321  -0.8326  4.6495  0.00
H  -3.6920  -0.2078  2.1740  0.11
H  -5.7937  -1.5823  -1.3022  0.10
H  0.0129  0.1437  -4.4540  0.06
H  1.9853  -1.6517  -3.0262  0.04
H  -1.2488  -5.0105  4.7989  0.06
H  -1.7106  -0.0089  3.7949  0.11
H  -0.5781  4.4933  2.0963  0.11
H  0.3786  -1.6087  5.7212  0.05
H  1.2232  -1.8756  -4.6040  0.06


In the order shown, the computed molar mass values come out to 723.5, 690.9, 767.6 g mol⁻¹.
In the order shown, the computed calculated total energy values come out to -210043.8489, -100594.2619, -148721.7860 eV.